# 1
DFT (the ωB97M-V functional and the def2-TZVPD basis) results for 2 unconnected molecules or ions with the total composition C4H3NO at a distorted geometry.

Structure (XYZ):
```
9
Properties=species:S:1:pos:R:3:lowdin_charge:R:1
O -0.0384 2.0515 1.7239 0.14
H -0.7043 -1.1226 1.6527 0.11
C -0.1668 0.4374 -1.6022 0.06
H -1.1154 0.5145 -1.9865 0.04
C -0.0391 1.4782 0.6967 -0.25
H 0.5995 -0.0881 -2.1848 0.07
N 1.0138 -2.3536 0.7858 0.05
C 0.1948 -1.7754 1.3165 -0.13
C 0.2560 0.8580 -0.4021 -0.09
```

Calculated values
HOMO-LUMO gap (eV): 8.376
LUMO (eV): -0.95
Energy (Eh): -284.0856
ΔE to the lowest compared entry with this formula, charge and spin (kcal/mol): 54.9

# 2
DFT (the ωB97M-V functional and the def2-TZVPD basis) results for a gas-phase ion, C6H10N (charge +1) at a distorted geometry.

Structure (XYZ):
```
17
Properties=species:S:1:pos:R:3:lowdin_charge:R:1
H -1.3417 2.0609 1.0326 0.13
N -0.7824 0.0865 0.3879 -0.10
C -1.7566 1.1858 0.4578 0.01
C 0.3902 0.1962 -0.0970 -0.27
C 1.2138 -0.7523 -0.5177 0.06
H 3.3161 -0.0698 -0.9818 0.12
H -2.0379 -1.3546 1.2936 0.13
H 1.4747 1.6132 -1.4035 0.16
C -1.4279 -1.2443 0.3572 0.03
H -2.0547 -1.4161 -0.5277 0.12
H -2.0629 1.6265 -0.4490 0.09
C 1.5198 0.9599 -0.5248 0.13
H -2.5993 0.9147 0.9322 0.05
C 2.5687 -0.0038 -0.2020 -0.02
H 2.8920 -0.2594 0.7989 0.13
H -0.5724 -1.8426 0.4541 0.07
H 1.2606 -1.7008 -1.0107 0.16
```

Calculated values
HOMO-LUMO gap (eV): 9.948
LUMO (eV): -4.10
Total charge: +1
Energy (Eh): -288.9934
ΔE to the lowest compared entry with this formula, charge and spin (kcal/mol): 56.2

# 3
DFT (the ωB97M-V functional and the def2-TZVPD basis) results for a molecular structure, C28H50BrIrN3O2P3.

Structure (XYZ):
```
88
Properties=species:S:1:pos:R:3:lowdin_charge:R:1
N 2.7244 -2.0052 1.8126 0.15
O 2.1315 -3.9572 -1.2032 -0.30
C 3.0465 -0.0462 -4.0706 -0.09
C 2.0878 -0.7277 -3.0891 -0.52
H 0.5101 -1.1308 -4.5443 0.08
C -3.0062 4.1170 4.0887 -0.02
H -0.6787 -6.1145 -1.1329 0.17
C 1.6491 0.9442 0.6773 -0.33
C -4.1459 -0.9631 2.6881 -0.09
H 0.5128 -2.2324 -3.1729 -0.01
C -1.7746 -1.7926 2.4661 -0.12
H 3.6414 -0.8150 -4.5654 0.09
H 1.9930 2.3058 -3.2324 0.11
H -3.0395 1.6558 -1.8234 0.06
H -1.4469 -1.0570 3.2048 0.08
P 1.1458 0.4461 -2.0045 0.96
H -4.5672 2.4440 -1.4329 0.09
H 3.7398 0.6544 -3.6080 0.06
C -1.8482 1.4192 1.6732 -0.26
H 2.0405 -1.4377 1.2544 0.09
C -2.6373 2.1895 2.5064 -0.03
H -3.3374 -2.0576 1.0183 0.09
H -2.0182 -2.7114 3.0015 0.09
H 0.3288 1.1589 -4.7599 0.06
Br -2.0836 -2.4734 -1.9229 0.10
H -0.9717 -4.5207 -1.5877 -0.01
C 2.3915 -3.4405 1.5136 -0.14
C 3.8370 1.0069 1.7090 -0.04
C 1.1535 -1.6702 -3.8484 -0.13
H -0.0436 2.8678 -4.5735 0.09
C -4.0534 0.8370 -0.0887 -0.54
H -4.6402 1.2158 0.7533 0.10
C 0.0233 1.9184 -4.0421 -0.09
H -0.9471 -1.9867 1.7785 0.03
H -4.4511 -1.8750 3.2031 0.09
H 1.7522 -2.3770 -4.4243 0.09
N -0.2886 -5.1728 -1.1458 0.11
H -3.3443 5.0035 3.5478 0.10
H -0.8689 -4.2357 0.6607 0.09
C 0.5195 3.1262 -1.8882 -0.10
H 6.2825 0.5052 -0.6261 0.09
H 0.5926 -5.1462 -1.6927 0.13
H -4.3202 -0.5917 -1.7026 0.03
H 1.0623 3.1695 2.0543 0.12
C 0.0425 2.8567 2.2222 0.01
H -5.0266 -0.5654 2.1863 0.07
H 1.8370 -3.8487 2.3565 0.11
H -0.3729 4.4829 3.5263 0.13
H 2.6378 -1.7755 2.8024 0.17
H -3.6938 1.9708 2.6024 0.11
H 4.4468 1.1035 2.5997 0.13
H -5.7900 0.2470 -1.2117 0.09
C 0.9934 2.0529 -2.8679 -0.53
C 5.9546 0.8734 0.3438 -0.03
H 3.6660 -1.7489 1.5109 0.16
C -3.6694 2.0035 -0.9994 -0.10
Ir -0.7802 -0.5331 -0.9441 0.67
H 6.4249 0.2700 1.1200 0.09
C -2.1240 3.2798 3.2150 -0.23
C -0.7745 3.6062 3.0340 0.00
H 3.3071 -4.0098 1.3742 0.11
P -2.5265 0.1064 0.6167 0.92
H 2.6580 -1.3296 -2.3741 0.09
C 2.4596 1.0608 1.8190 -0.04
H 1.2085 3.2572 -1.0529 0.07
H 1.9962 1.1782 2.7903 0.12
N 0.2673 0.9480 0.7039 0.01
H -0.9774 1.6632 -3.6854 0.07
C 2.2589 0.7300 -0.5760 -0.27
H 6.3299 1.8919 0.4583 0.10
P 1.3809 -3.4171 -0.0422 0.44
O 0.8866 -1.9863 -0.0101 -0.48
C 0.0327 -4.6510 0.2154 -0.19
C -4.8713 -0.2103 -0.8441 -0.11
H 0.4073 -5.4805 0.8147 0.11
H 4.1229 0.5691 -1.6175 0.10
H -3.1335 2.7887 -0.4644 0.07
H -2.4704 4.4620 4.9719 0.09
H -5.1524 -1.0581 -0.2191 0.07
C 3.6438 0.7128 -0.6587 -0.01
H 2.5035 0.4904 -4.8477 0.08
H -0.4661 2.8753 -1.4875 0.06
C -3.0090 -1.2836 1.7204 -0.54
C -0.4617 1.7162 1.5500 -0.28
C 4.4588 0.8563 0.4651 -0.26
H -3.8893 3.5671 4.4082 0.09
H 0.4362 4.0826 -2.4048 0.09
H -3.8255 -0.2521 3.4506 0.08
```

Calculated values
HOMO-LUMO gap (alpha / beta) (eV): 6.925 / 6.566
2S+1: 5
LUMO (alpha / beta) (eV): -4.86 / -7.03
Total charge: +2
Energy (Eh): -5113.6961
ΔE to the lowest compared entry with this formula, charge and spin (kcal/mol): 0.0
<S²>: 6.055

# 4
DFT (the ωB97M-V functional and the def2-TZVPD basis) results for C4H7NO3 in the gas phase at a distorted geometry.

Structure (XYZ):
```
15
Properties=species:S:1:pos:R:3:lowdin_charge:R:1
C -0.7857 1.2969 1.2243 0.04
H 1.4449 -1.9746 -1.2323 0.10
O 0.9479 -1.5719 1.0561 0.00
C 1.1752 -0.5568 0.1695 -0.40
H 1.7310 0.3144 0.5227 0.13
O -0.4197 0.6423 -2.0602 0.09
C -0.4223 0.4106 0.3021 -0.10
H -0.2610 1.3974 2.1650 0.06
H 1.5285 -0.3856 -1.8101 0.09
O -2.3550 0.1276 -1.0845 0.11
H 1.0277 -1.1630 1.9440 0.12
N 1.6868 -1.0150 -1.0264 0.10
C -1.0336 0.4234 -1.0382 -0.53
H -2.6993 0.0213 -0.1869 0.11
H -1.5656 2.0332 1.0550 0.07
```

Calculated values
HOMO-LUMO gap (eV): 9.449
LUMO (eV): 0.52
Energy (Eh): -437.0325
ΔE to the lowest compared entry with this formula, charge and spin (kcal/mol): 69.6

# 5
DFT (the ωB97M-V functional and the def2-TZVPD basis) results for 2 unconnected molecules or ions with the total composition C5H8O at a distorted geometry.

Structure (XYZ):
```
14
Properties=species:S:1:pos:R:3:lowdin_charge:R:1
C -1.3056 1.0503 -0.0817 -0.10
H 0.1903 0.2937 2.0330 0.13
H -0.8405 -1.0366 -0.5600 0.12
C 2.2438 0.0859 -1.6691 0.02
H -2.2584 1.1217 -0.6154 0.07
H 1.5428 -1.2856 0.0245 0.01
H -1.3764 1.6898 0.8059 0.07
C 0.0473 -0.5700 1.3585 -0.30
O 0.6827 -1.5854 1.5517 0.00
H 2.6605 0.5765 -2.5203 0.02
C -1.0218 -0.3969 0.3114 -0.23
C 1.8465 -0.5745 -0.7430 -0.01
H -1.8930 -0.8161 0.8346 0.13
H -0.5180 1.4473 -0.7301 0.07
```

Calculated values
HOMO-LUMO gap (eV): 10.956
LUMO (eV): 0.79
Energy (Eh): -270.4447
ΔE to the lowest compared entry with this formula, charge and spin (kcal/mol): 71.0

# 6
DFT (the ωB97M-V functional and the def2-TZVPD basis) results for a gas-phase ion, C5H5N2 (charge +1) at a distorted geometry.

Structure (XYZ):
```
12
Properties=species:S:1:pos:R:3:lowdin_charge:R:1
H -2.8914 -1.5302 0.3932 0.18
C -3.1627 1.3801 -0.2910 0.17
H 2.2629 1.9278 -0.3077 0.13
H 2.5480 0.7821 0.9525 0.11
H 3.3173 0.7160 -0.6606 0.12
H -0.5825 -2.3299 0.2916 0.17
C 0.2394 -0.3435 -0.0022 0.08
C -2.0969 -0.7986 0.0270 -0.10
N 1.2838 0.1473 -0.1719 0.17
C -0.7988 -1.2246 0.1173 -0.01
N -2.5462 0.3996 -0.2641 -0.01
C 2.4271 0.8739 -0.0839 -0.01
```

Calculated values
HOMO-LUMO gap (eV): 9.411
LUMO (eV): -5.80
Total charge: +1
Energy (Eh): -302.6384
ΔE to the lowest compared entry with this formula, charge and spin (kcal/mol): 28.5

# 7
DFT (the ωB97M-V functional and the def2-TZVPD basis) results for C5H11NOS in the gas phase at a distorted geometry.

Structure (XYZ):
```
19
Properties=species:S:1:pos:R:3:lowdin_charge:R:1
H 1.6851 0.5181 2.1648 0.08
H -0.7253 -0.5563 1.8904 0.15
C -0.4854 -0.4958 0.7704 -0.17
N -1.9954 -1.0068 -1.2027 -0.02
C 1.6084 0.5362 1.0802 -0.47
H -0.9540 -0.9114 -3.1954 0.08
C -1.7796 -0.9615 0.1497 -0.49
O -2.6480 -1.4408 0.9496 -0.01
H 0.0498 -1.0257 -1.7071 0.09
H 1.9004 2.4900 -0.5488 -0.21
S 2.6793 1.8947 0.2776 0.67
H 1.9676 -0.3428 0.5628 0.05
H -1.0920 -2.4714 -2.4420 0.10
H 0.0605 -1.4904 0.6305 0.14
H 0.4338 0.7537 -0.8416 0.10
C -0.9500 -1.3738 -2.1660 -0.10
H -0.1026 1.6839 0.6680 0.11
H -3.0526 -0.9876 -1.4608 0.19
C 0.2918 0.7280 0.2757 -0.30
```

Calculated values
HOMO-LUMO gap (eV): 9.901
LUMO (eV): 0.68
Energy (Eh): -725.2287
ΔE to the lowest compared entry with this formula, charge and spin (kcal/mol): 60.4

> Number 4 is which compound?

C4H7NO3